Record 1
Here is a single C8H6N2O5 molecule from the OMol25 dataset. Energies are from ωB97M-V/def2-TZVPD.

Structure (XYZ):
```
21
Properties=species:S:1:pos:R:3:forces:R:3:lowdin_charge:R:1
C 1.385063 1.345991 -0.149928 -0.23 0.21 0.58 -0.034
C 1.736735 0.087714 -0.541428 -1.51 -0.08 0.73 -0.092
C 0.078005 1.598526 0.354338 2.32 -3.25 -2.09 0.040
C 0.886056 -0.993326 -0.497552 0.48 -2.81 -1.54 -0.019
C -0.783570 0.553409 0.239133 -0.90 -0.46 0.07 -0.057
C -0.432435 -0.764019 -0.238090 0.70 1.46 1.11 -0.082
C -2.247085 0.534204 0.514959 -1.48 -1.29 -1.24 -0.304
C -1.575775 -1.612376 -0.186080 -0.99 -1.21 1.48 -0.185
N -3.159773 1.025442 -0.678103 0.54 0.77 0.64 -0.313
N -2.587410 -0.910323 0.279775 0.63 -0.61 -0.98 -0.124
O -2.630482 1.339966 -1.707309 0.34 0.18 -1.02 0.114
O -2.851365 0.907264 1.636699 3.41 1.90 1.30 0.154
O -1.736246 -2.962574 -0.258068 -1.92 1.99 -0.59 0.157
O -4.327761 0.957783 -0.432825 -0.53 1.20 -0.44 0.115
O -3.795567 -1.161343 0.355055 -0.87 -2.20 1.10 0.006
H 2.180597 2.067787 -0.189008 -0.19 0.60 0.13 0.107
H 2.655555 -0.194753 -0.871769 2.88 0.09 -0.80 0.077
H -0.160862 2.516091 0.684333 -1.09 2.99 1.20 0.090
H 1.341622 -2.026745 -0.847077 -1.34 2.12 0.83 0.161
H -3.727514 0.607586 1.712108 -2.15 -1.09 -0.47 0.096
H -0.972425 -3.490369 -0.211758 1.89 -0.52 0.02 0.092
```
Forces are in eV/Å.

The total charge is 0. For the total energy, the calculation gives -793.94841 hartree. For the HOMO energy (alpha / beta), the calculation gives -8.21 / -8.21 eV. For the maximum force, the calculation gives 4.5 eV/A. The calculation puts the HOMO-LUMO gap (alpha / beta) at 7.6637 / 7.6675 eV. The relative energy (zero: lowest compared OMol25 entry of this formula, charge and spin) comes out at 89.92 kcal/mol.

Record 2
Here is 15 unconnected molecules or ions with the total composition C63H75N15 from the OMol25 dataset. Energies are from ωB97M-V/def2-TZVPD.

Structure (XYZ):
```
153
Properties=species:S:1:pos:R:3:forces:R:3:lowdin_charge:R:1
N 3.194079 -4.915919 -2.403538 -2.57 0.67 0.19 0.005
C 3.927874 -4.173889 -1.511414 0.73 0.79 -0.24 -0.156
C 3.062676 -3.535295 -0.613202 0.83 -0.71 -1.17 -0.104
C 1.757682 -3.910856 -1.014076 0.16 -0.87 -1.10 -0.130
C 1.786740 -4.725003 -2.150552 2.51 0.51 1.45 -0.085
H 3.501861 -5.354019 -3.252659 0.42 0.01 0.13 0.134
H 5.020347 -4.000600 -1.707896 -1.32 -0.47 0.50 0.127
H 3.347480 -2.840309 0.177323 -0.13 -0.36 -0.29 0.090
H 0.890506 -3.660645 -0.477787 -1.08 0.39 0.43 0.063
H 0.993398 -5.234287 -2.690988 0.40 0.12 0.10 0.100
N -1.499257 -4.629059 4.085721 0.34 -0.43 0.73 0.009
C -0.135844 -4.879195 3.940983 -0.34 -1.46 1.82 -0.162
C 0.306232 -4.316520 2.793260 -0.30 0.92 -1.55 -0.099
C -0.897361 -3.673189 2.200528 2.48 -0.44 -0.08 -0.105
C -1.928312 -3.908461 3.043100 0.25 0.74 -1.07 -0.176
H -2.124657 -4.832298 4.856162 0.69 -0.25 -0.09 0.152
H 0.317480 -5.576885 4.678573 -0.12 0.91 -0.76 0.119
H 1.351209 -4.327465 2.355878 -1.61 -0.08 0.72 0.111
H -0.869303 -3.106870 1.280184 -0.30 -0.05 0.14 0.061
H -2.912688 -3.552741 2.938127 -1.06 0.19 0.09 0.102
N -3.146871 -2.505715 -3.650150 0.78 0.07 0.82 0.037
C -2.119805 -2.855476 -2.811223 0.38 0.53 -0.30 -0.166
C -2.352255 -4.090811 -2.321225 -1.37 -1.77 -0.06 -0.119
C -3.610657 -4.558359 -2.906673 0.30 2.33 -0.37 -0.080
C -4.080125 -3.471141 -3.712602 0.78 -2.23 1.57 -0.142
H -3.203299 -1.611763 -4.083592 -0.16 0.60 -0.48 0.069
H -1.263172 -2.229201 -2.566543 -0.52 0.13 -0.44 0.089
H -1.752464 -4.611308 -1.574377 -0.15 0.11 -0.37 0.097
H -4.122934 -5.483530 -2.721619 -0.03 -0.13 -0.02 0.077
H -5.007867 -3.359802 -4.243684 0.09 0.05 -0.24 0.113
N 6.817673 0.332751 -0.385049 1.45 -0.17 -0.95 0.020
C 6.491508 1.611721 -0.753937 0.51 -0.54 -1.43 -0.129
C 7.162222 1.872072 -1.955956 -0.45 0.47 1.14 -0.112
C 8.023302 0.774813 -2.207821 -0.82 -0.29 -0.68 -0.136
C 7.781705 -0.180281 -1.252076 0.14 -0.12 -0.14 -0.136
H 6.590934 -0.076366 0.485940 -0.37 -0.42 0.81 0.088
H 5.770631 2.163969 -0.181580 -0.11 0.19 -0.02 0.084
H 7.034730 2.758590 -2.570784 0.13 -0.18 0.26 0.089
H 8.555978 0.607647 -3.140640 0.18 0.11 0.44 0.093
H 8.257893 -1.183601 -1.256601 -0.82 0.87 0.64 0.114
N -3.977597 0.436754 -2.731134 -2.64 -1.19 1.42 0.042
C -2.869723 0.794696 -3.371547 -0.35 0.23 -1.79 -0.166
C -3.109992 0.662075 -4.732097 0.05 -0.58 0.59 -0.109
C -4.445574 0.099728 -4.888010 1.39 0.38 -0.52 -0.110
C -4.948430 -0.025452 -3.631331 1.12 0.79 0.68 -0.133
H -4.133675 0.397720 -1.710196 0.37 0.12 -0.91 0.136
H -2.019684 1.183913 -2.881050 0.63 0.27 0.50 0.094
H -2.310728 0.883983 -5.421271 -0.40 -0.04 -0.50 0.079
H -4.901608 -0.263176 -5.806550 0.07 0.34 0.27 0.102
H -5.893908 -0.393654 -3.316103 -0.39 -0.15 0.39 0.103
N -3.799032 3.886416 0.619892 -0.59 -0.65 0.57 0.018
C -2.695735 3.411029 -0.020061 -0.96 0.11 -0.53 -0.182
C -2.680699 3.954393 -1.266352 1.01 0.75 -0.49 -0.117
C -3.795638 4.845277 -1.328235 -0.44 0.94 -1.61 -0.111
C -4.547363 4.711624 -0.176821 1.68 0.38 -0.51 -0.110
H -4.172745 3.417609 1.415895 -0.16 -0.05 0.66 0.094
H -2.084139 2.667993 0.409462 0.47 -0.66 0.47 0.087
H -1.831256 3.840267 -1.969390 -0.97 0.15 0.38 0.104
H -3.965735 5.571887 -2.166929 -0.04 -1.00 1.03 0.107
H -5.374266 5.283656 0.210555 -0.11 -0.24 -0.08 0.107
N 2.252618 5.501527 1.389808 -0.93 -0.08 -0.36 0.031
C 2.121288 4.793517 0.253680 -1.16 0.10 -1.36 -0.182
C 3.323838 4.360240 -0.154629 1.88 -0.57 0.65 -0.112
C 4.269079 4.706176 0.909737 -0.61 0.20 -1.47 -0.095
C 3.524724 5.443372 1.779128 1.30 0.32 1.67 -0.173
H 1.492048 5.964970 1.840540 -0.26 0.02 0.50 0.116
H 1.193520 4.632556 -0.269024 -0.20 0.35 0.19 0.110
H 3.494158 3.884884 -1.104266 0.21 -0.29 0.06 0.083
H 5.344384 4.603095 0.943827 -0.14 -0.17 -0.05 0.079
H 3.809900 5.892348 2.717029 0.12 0.09 -0.05 0.112
N 2.679378 -1.360018 -3.209071 -2.36 -4.73 0.91 0.029
C 3.197323 -0.170522 -3.272143 0.71 2.42 -0.23 -0.177
C 2.224207 0.684392 -3.706099 -0.98 -0.32 -0.90 -0.098
C 1.002988 -0.108417 -3.958241 1.70 0.73 0.88 -0.078
C 1.325623 -1.386960 -3.549119 1.00 1.66 -0.17 -0.139
H 3.007443 -2.209866 -2.748078 0.54 0.67 -0.07 0.114
H 4.222192 0.074889 -3.054575 0.12 -0.22 0.13 0.119
H 2.483989 1.700794 -3.919312 -0.51 0.42 -0.19 0.084
H 0.067757 0.259064 -4.343426 -0.12 -0.06 0.08 0.075
H 0.719268 -2.234445 -3.329041 -0.03 -0.53 -0.29 0.073
N 6.127491 0.537125 2.934008 -0.56 0.97 -0.40 -0.009
C 6.822407 -0.643644 3.041185 0.52 1.06 -0.02 -0.154
C 5.938274 -1.688726 2.912548 0.32 0.87 -0.46 -0.101
C 4.693044 -1.091615 2.648323 -2.24 -0.67 -0.03 -0.142
C 4.779421 0.269036 2.682699 1.02 0.15 0.25 -0.128
H 6.592430 1.462053 2.865781 -0.74 -1.16 0.22 0.164
H 7.889523 -0.460605 3.130850 -0.12 -0.94 0.17 0.114
H 6.091067 -2.737558 2.905379 0.47 -0.56 0.14 0.084
H 3.735861 -1.628974 2.488164 0.83 0.42 0.18 0.100
H 3.990433 1.014509 2.638287 0.49 -0.05 -0.13 0.099
N -4.451551 -2.212845 -0.664957 -0.65 1.03 1.67 0.059
C -3.359080 -1.655929 -0.065100 1.65 -0.18 -1.03 -0.163
C -3.731511 -0.624189 0.766481 0.96 -0.65 -0.66 -0.128
C -5.127183 -0.559361 0.740213 0.14 -0.64 -0.31 -0.107
C -5.542845 -1.568779 -0.113895 -0.82 -0.09 -0.13 -0.129
H -4.475405 -3.004101 -1.303357 0.17 0.19 0.13 0.110
H -2.363265 -1.951553 -0.418492 -0.64 0.13 0.51 0.077
H -3.031403 0.014598 1.268684 0.06 0.16 0.23 0.078
H -5.622424 0.152938 1.361698 -0.93 0.00 -0.09 0.065
H -6.540123 -1.947552 -0.288015 0.06 0.20 -0.19 0.105
N -0.038933 3.604130 2.100174 -0.10 -0.52 0.61 0.034
C -0.802420 4.714078 2.247121 0.57 0.64 -0.04 -0.151
C -0.355458 5.369971 3.369579 0.33 -1.53 0.54 -0.123
C 0.649491 4.554526 4.023117 -1.14 -0.95 -2.27 -0.086
C 0.802774 3.449707 3.178926 -0.15 0.86 -0.20 -0.132
H -0.180446 2.899993 1.391689 0.27 0.01 0.08 0.117
H -1.550445 5.007836 1.525011 0.08 -0.12 0.13 0.102
H -0.884124 6.165221 3.790164 -0.37 1.38 0.54 0.070
H 1.102417 4.690986 4.969571 0.44 0.25 0.54 0.076
H 1.465670 2.602673 3.130290 0.07 0.14 0.47 0.086
N 1.193814 0.182829 -0.513739 -1.47 -0.49 -2.47 0.014
C -0.016697 -0.329366 -0.137516 0.17 -0.63 -1.87 -0.126
C 0.006968 -0.275180 1.221557 -0.78 0.17 1.27 -0.114
C 1.190145 0.435455 1.658745 -0.84 -1.54 -1.02 -0.097
C 1.911194 0.631394 0.506197 1.13 1.17 -0.06 -0.144
H 1.384796 0.232091 -1.509369 0.57 0.39 0.24 0.094
H -0.671104 -0.690282 -1.017438 0.89 0.48 2.16 0.119
H -0.716715 -0.752503 1.866255 -0.05 0.32 0.05 0.058
H 1.453853 0.534167 2.679270 0.35 0.26 0.60 0.060
H 2.810712 1.149051 0.180262 0.08 -0.09 0.90 0.116
N -0.860493 0.954220 4.936675 1.12 -0.37 1.14 0.053
C 0.114618 1.467780 5.756720 -0.88 -1.67 -0.73 -0.125
C 1.213724 0.666885 6.171734 -1.42 0.55 -0.90 -0.060
C 1.372151 -0.614529 5.622390 -1.02 0.22 0.29 -0.066
C 0.339118 -1.162278 4.852888 -0.26 0.73 -0.03 -0.059
C -0.761502 -0.351015 4.602618 0.09 1.34 -0.56 -0.164
H -0.114177 2.500101 6.060066 0.66 -0.55 0.04 0.101
H 1.866350 1.049368 6.927848 0.57 0.15 0.06 0.089
H 2.231212 -1.192385 5.888758 0.42 -0.29 0.04 0.096
H 0.284297 -2.135285 4.373125 0.59 -0.09 0.37 0.081
H -1.566145 -0.704348 3.954614 0.08 -0.11 0.31 0.094
N -2.569095 -3.155579 -6.479506 0.08 0.87 0.26 0.054
C -1.538270 -2.338095 -6.355981 1.62 1.51 -1.27 -0.162
C -0.168121 -2.718360 -6.221356 -0.76 0.29 0.38 -0.065
C -0.024147 -4.056466 -5.908978 0.92 -1.17 -0.19 -0.105
C -1.084333 -4.955008 -6.089379 0.05 0.20 0.81 -0.067
C -2.339449 -4.449145 -6.366942 0.29 -0.16 0.05 -0.170
H -1.747779 -1.256975 -6.480246 -0.03 -0.70 0.11 0.097
H 0.725463 -2.026601 -6.293716 -1.55 -0.73 0.41 0.121
H 0.930773 -4.473078 -5.526922 -0.48 0.41 -0.60 0.104
H -0.962136 -6.012664 -5.881808 0.06 0.11 -0.07 0.100
H -3.228208 -5.044013 -6.431541 -0.13 -0.63 -0.16 0.101
N -6.155075 3.907061 3.252379 0.94 -0.92 0.71 0.059
C -5.954128 2.568643 3.202059 0.05 0.44 -0.70 -0.157
C -4.766809 1.923734 3.560615 -1.39 -0.01 0.06 -0.095
C -3.760836 2.661665 4.113460 1.18 0.36 0.24 -0.084
C -3.927896 4.029942 4.227606 -0.02 0.29 0.39 -0.074
C -5.136018 4.590027 3.808158 0.11 0.72 0.05 -0.162
H -6.754707 1.966962 2.770526 -0.02 0.26 0.12 0.100
H -4.725548 0.852564 3.497459 0.15 -0.31 -0.12 0.092
H -2.828463 2.210464 4.448157 -0.12 -0.09 -0.10 0.079
H -3.121099 4.618591 4.697873 -0.68 -0.14 -0.45 0.107
H -5.269427 5.677161 3.947332 -0.12 -0.60 -0.28 0.109
```
Forces are in eV/Å.

The total charge is 0. For the total energy, the calculation gives -3266.80105 hartree. For the HOMO energy, the calculation gives -8.08 eV. For the maximum force, the calculation gives 5.4 eV/A. The calculation puts the HOMO-LUMO gap at 8.5621 eV.

Record 3
Here is 2 unconnected molecules or ions with the total composition C21H29BO10P from the OMol25 dataset. Energies are from ωB97M-V/def2-TZVPD.

Structure (XYZ):
```
62
Properties=species:S:1:pos:R:3:forces:R:3:lowdin_charge:R:1
C 4.524877 2.697276 2.355206 0.59 -0.17 0.03 -0.062
C 5.016253 1.805329 1.220894 -0.68 -0.01 -0.16 -0.265
O 4.095567 1.852580 0.128131 -0.09 0.13 0.24 -0.228
C 4.021308 0.631086 -0.561482 -0.07 -0.14 -0.60 -0.438
P 3.163971 0.954944 -2.172218 -0.02 0.79 -0.34 1.014
C 1.456676 1.379058 -1.572335 0.05 -0.25 -0.48 -0.353
C 0.304278 0.667192 -2.293334 -0.29 0.21 0.63 -0.255
C -0.219033 -0.504341 -1.465163 -0.02 0.29 -0.21 -0.206
C -1.362923 -1.278616 -2.132324 0.29 -0.02 0.61 -0.172
C -2.695185 -1.064593 -1.436053 -0.13 -0.42 -0.32 -0.236
O -2.654817 -1.656043 -0.149438 0.20 0.20 0.03 -0.182
C -2.915990 -0.742216 0.897844 -0.04 -0.11 0.32 -0.110
C 3.082119 -0.707695 -3.000430 0.38 -0.71 0.78 -0.315
C 3.010900 -1.959726 -2.155633 -0.43 -0.41 -0.02 -0.266
C 1.858515 -2.755437 -2.197692 0.52 -0.40 0.35 -0.071
C 1.774529 -3.917920 -1.433775 0.11 0.19 -0.16 -0.064
C 2.828931 -4.321781 -0.621397 0.18 0.47 -0.19 -0.050
C 3.988092 -3.549065 -0.566847 -0.25 0.10 -0.40 -0.272
C 5.149764 -3.912102 0.313193 -0.27 0.45 -0.05 -0.052
C 4.059756 -2.390415 -1.346151 -0.13 -0.14 0.00 -0.035
H 5.162602 3.567697 2.469888 -0.14 0.30 -0.07 0.066
H 4.588399 2.150855 3.290935 -0.12 -0.04 0.19 0.067
H 3.496227 2.988721 2.192711 -0.16 0.11 -0.07 0.078
H 5.994401 2.107181 0.850258 0.23 -0.04 0.04 0.115
H 5.065649 0.778058 1.575856 0.16 -0.22 0.00 0.106
H 5.022606 0.275864 -0.814087 0.18 -0.17 0.09 0.076
H 3.490698 -0.139082 0.006752 0.09 -0.02 0.26 0.097
H 1.374377 2.444794 -1.754897 0.07 0.23 0.07 0.062
H 1.378254 1.238485 -0.497191 0.00 -0.09 0.16 0.081
H -0.514923 1.378207 -2.395383 -0.13 0.09 -0.16 0.112
H 0.568304 0.368796 -3.304719 0.07 -0.10 -0.15 0.085
H -0.588786 -0.084780 -0.534278 -0.01 0.03 0.24 0.103
H 0.617563 -1.142885 -1.189554 -0.15 -0.02 0.04 0.084
H -1.446708 -1.027648 -3.188091 -0.02 -0.01 -0.19 0.112
H -1.159320 -2.343478 -2.036223 0.00 -0.23 -0.25 0.100
H -3.462080 -1.587215 -2.012250 -0.22 0.11 -0.05 0.118
H -2.967778 -0.011868 -1.381931 -0.02 0.17 0.07 0.122
H -2.327247 0.167973 0.824966 0.08 0.15 -0.12 0.071
H -2.656736 -1.230211 1.833102 0.03 -0.13 0.07 0.089
H -3.963602 -0.452759 0.942792 -0.17 0.03 -0.13 0.078
H 2.252643 -0.735574 -3.696246 -0.14 0.30 -0.15 0.064
H 3.984320 -0.759299 -3.605649 0.16 0.10 -0.11 0.072
H 1.018875 -2.465511 -2.810498 0.00 -0.01 -0.14 0.098
H 0.873194 -4.510093 -1.482686 -0.10 -0.09 0.02 0.103
H 2.769330 -5.225947 -0.035473 -0.10 -0.13 0.07 0.103
H 5.131164 -3.260744 1.185193 0.07 -0.04 0.24 0.080
H 6.083130 -3.707702 -0.201953 0.21 -0.20 -0.04 0.075
H 5.100385 -4.940786 0.646438 0.10 -0.20 0.02 0.071
H 4.971386 -1.809801 -1.312342 0.12 0.04 -0.03 0.105
B -6.797695 2.826033 2.664558 -0.04 0.02 0.03 -0.868
O -7.287630 4.204846 2.850509 -0.09 -0.23 0.08 0.228
C -8.389929 4.181693 3.589306 0.12 0.44 -0.13 -0.395
O -9.034823 5.133261 3.923006 -0.02 -0.04 0.02 0.142
C -8.691811 2.717107 3.940681 -0.07 -0.46 0.09 -0.395
O -9.613451 2.325882 4.596544 0.00 0.05 -0.01 0.142
O -7.749701 1.962826 3.388339 0.01 0.26 -0.04 0.228
O -6.722326 2.467053 1.230897 0.19 0.00 0.17 0.233
C -5.477697 2.139611 0.926965 -0.29 -0.03 -0.39 -0.398
O -5.077118 1.799737 -0.151391 0.05 -0.01 0.04 0.132
C -4.628662 2.268415 2.200623 0.25 0.09 0.38 -0.393
O -3.452668 2.048348 2.281461 -0.02 -0.01 -0.01 0.135
O -5.420402 2.666424 3.182066 -0.08 -0.05 -0.24 0.233
```
Forces are in eV/Å.

The total charge is -1. For the total energy, the calculation gives -1936.49845 hartree. For the HOMO energy, the calculation gives -6.64 eV. For the maximum force, the calculation gives 1.1 eV/A. The calculation puts the HOMO-LUMO gap at 8.6774 eV.